Record 1
C4H7CuO2 | the ωB97M-V functional and the def2-TZVPD basis

Values from the calculation:
Energy relative to the best compared isomer or geometry (same formula, charge and spin) in kcal per mole: 11.8
Highest occupied orbital energy (alpha / beta) in eV: -13.267 / -13.268

```
! RIJCOSX wB97M-V def2-TZVPD def2/J DEFGRID3
* xyz 1 2
H -0.013 3.418 0.382
O 0.941 1.559 1.177
C -0.212 1.781 1.549
C -0.786 3.103 1.182
C -2.152 2.991 0.491
C -2.748 4.346 0.200
O -3.209 4.660 -0.871
Cu 2.650 2.373 1.328
H -0.886 0.919 1.695
H 2.089 3.955 1.340
H -0.950 3.601 2.159
H -2.859 2.486 1.172
H -2.085 2.418 -0.441
H -2.598 5.115 0.993
*
```

Mulliken population analysis, charges in e, atoms 1 to 6: atom 1 (H): 0.265, atom 2 (O): -0.448, atom 3 (C): 0.191, atom 4 (C): -0.365, atom 5 (C): -0.604, atom 6 (C): -0.094

---

Record 2
C16H22N2O3 | the ωB97M-V functional and the def2-TZVPD basis

Values from the calculation:
Energy relative to the best compared isomer or geometry (same formula, charge and spin) in kcal per mole: 18.2
Highest occupied orbital energy in eV: -8.595
SMILES: CC[C@H](C)NC(=O)c1ccc(NC(=O)[C@@H]2CCCO2)cc1

```
! RIJCOSX wB97M-V def2-TZVPD def2/J DEFGRID3
* xyz 0 1
C 4.640 -2.384 3.180
C 5.090 -0.936 3.037
H 5.323 -0.734 1.987
H 6.005 -0.779 3.612
C 4.050 0.100 3.504
N 2.891 0.107 2.619
C 1.775 -0.658 2.683
O 1.489 -1.414 3.590
C 0.852 -0.462 1.519
C -0.518 -0.543 1.755
C -1.419 -0.391 0.723
C -0.967 -0.172 -0.578
C 0.402 -0.121 -0.826
C 1.298 -0.263 0.216
H 2.356 -0.250 -0.008
H 0.754 0.027 -1.834
N -1.918 -0.029 -1.587
C -1.746 0.250 -2.900
O -0.690 0.440 -3.464
C -3.092 0.286 -3.653
C -3.086 1.366 -4.753
H -2.124 1.879 -4.745
C -4.236 2.297 -4.353
H -5.139 2.050 -4.910
C -4.432 1.958 -2.875
H -3.720 2.520 -2.252
H -5.445 2.130 -2.512
O -4.174 0.570 -2.780
H -4.001 3.348 -4.505
H -3.234 0.934 -5.739
H -3.257 -0.720 -4.056
H -2.889 -0.110 -1.300
H -2.481 -0.446 0.917
H -0.858 -0.727 2.762
H 2.999 0.666 1.787
C 3.653 -0.072 4.965
H 4.545 -0.070 5.587
H 3.009 0.749 5.272
H 3.111 -1.000 5.109
H 4.510 1.092 3.390
H 3.690 -2.547 2.679
H 5.381 -3.047 2.737
H 4.523 -2.652 4.226
*
```

Mulliken population analysis, charges in e, atoms 1 to 6: atom 1 (C): -1.112, atom 2 (C): -0.530, atom 3 (H): 0.294, atom 4 (H): 0.366, atom 5 (C): 0.162, atom 6 (N): -0.139

---

Record 3
C48H70F30O24 | the ωB97M-V functional and the def2-TZVPD basis

Values from the calculation:
Highest occupied orbital energy in eV: -9.223
SMILES: CCOC(=O)C(F)(F)F.CCOC(=O)C(F)(F)F.CCOC(=O)C(F)(F)F.CCOC(=O)C(F)(F)F.CCOC(=O)C(F)(F)F.CCOC(=O)C(F)(F)F.CCOC(=O)C(F)(F)F.CCOC(=O)C(F)(F)F.CCOC(=O)C(F)(F)F.CCOC(=O)C(F)(F)F.COCCOC.COCCOC

```
! RIJCOSX wB97M-V def2-TZVPD def2/J DEFGRID3
* xyz 0 1
C 3.816 4.802 1.486
O 2.633 4.921 0.789
C 2.270 3.723 0.065
C 1.437 4.059 -1.123
O 2.212 4.665 -2.055
C 1.686 4.746 -3.349
H 4.696 4.814 0.842
H 3.770 3.939 2.149
H 3.730 5.554 2.270
H 1.792 3.112 0.831
H 3.116 3.121 -0.265
H 0.596 4.694 -0.845
H 1.120 3.066 -1.442
H 2.064 3.868 -3.872
H 1.980 5.665 -3.856
H 0.597 4.796 -3.317
C 1.061 -0.257 -0.401
O 0.104 -0.830 -1.324
C -0.507 -0.068 -2.384
C -1.576 0.859 -2.005
O -1.186 1.847 -1.105
C -2.161 2.937 -1.082
H 1.609 -1.002 0.176
H 0.663 0.481 0.296
H 1.819 0.319 -0.930
H -0.994 -0.785 -3.044
H 0.289 0.317 -3.022
H -2.392 0.286 -1.563
H -2.008 1.279 -2.913
H -2.310 3.226 -2.122
H -1.896 3.748 -0.403
H -3.063 2.639 -0.547
C -5.712 3.847 -0.753
C -6.370 4.049 0.669
O -5.665 3.603 1.794
C -4.547 4.231 2.216
O -4.303 5.410 1.958
C -3.494 3.315 2.813
F -3.277 3.687 4.041
F -3.888 2.016 2.747
F -2.304 3.470 2.204
H -5.512 2.780 -0.856
H -4.768 4.371 -0.902
H -6.362 4.271 -1.519
H -7.283 3.454 0.679
H -6.701 5.077 0.821
C 7.530 0.471 0.228
C 7.077 -0.652 -0.747
O 6.634 -0.297 -2.033
C 5.498 0.418 -2.110
O 4.690 0.547 -1.178
C 5.093 0.678 -3.647
F 4.147 -0.180 -3.914
F 4.670 1.985 -3.686
F 6.182 0.394 -4.427
H 6.753 1.152 0.576
H 8.423 1.038 -0.033
H 7.918 -0.049 1.104
H 6.292 -1.304 -0.364
H 8.003 -1.206 -0.899
C 3.634 0.355 6.346
C 2.199 0.686 6.792
O 1.335 1.463 5.911
C 0.757 0.871 4.840
O 0.895 -0.339 4.545
C 0.017 1.834 3.966
F -1.163 1.353 3.604
F -0.213 3.023 4.601
F 0.785 1.953 2.917
H 3.565 -0.389 5.552
H 4.283 0.038 7.162
H 4.238 1.133 5.879
H 2.376 1.377 7.617
H 1.701 -0.199 7.186
C -0.872 -4.445 -2.588
C -1.271 -5.802 -2.051
O -0.179 -6.720 -2.067
C -0.343 -7.999 -2.156
O -1.397 -8.611 -1.916
C 1.003 -8.714 -2.369
F 2.036 -7.949 -2.377
F 1.167 -9.750 -1.608
F 0.949 -9.162 -3.605
H -0.286 -4.554 -3.501
H -0.296 -4.019 -1.766
H -1.725 -3.793 -2.775
H -2.151 -6.193 -2.562
H -1.574 -5.661 -1.013
C -2.790 5.692 -7.977
C -3.177 4.758 -6.874
O -4.354 5.352 -6.310
C -4.851 4.881 -5.156
O -4.378 3.859 -4.659
C -6.143 5.631 -4.648
F -5.912 6.105 -3.395
F -6.410 6.652 -5.439
F -7.186 4.907 -4.662
H -3.544 5.840 -8.751
H -1.925 5.443 -8.591
H -2.582 6.653 -7.507
H -2.469 4.597 -6.062
H -3.470 3.790 -7.281
C -2.138 7.026 3.845
C -1.934 7.107 5.322
O -0.615 6.677 5.622
C -0.248 6.472 6.921
O -0.964 6.796 7.912
C 1.123 5.742 7.091
F 1.981 6.679 7.279
F 1.097 4.892 8.123
F 1.538 4.939 6.053
H -2.332 5.979 3.613
H -1.383 7.573 3.281
H -3.113 7.462 3.628
H -2.699 6.426 5.695
H -2.150 8.130 5.629
C 0.159 -3.886 4.415
C 0.727 -3.291 3.139
O -0.203 -2.498 2.411
C -1.271 -3.060 1.763
O -1.458 -4.305 1.729
C -2.289 -2.117 1.106
F -2.212 -2.265 -0.183
F -3.556 -2.517 1.376
F -2.047 -0.830 1.508
H -0.841 -4.313 4.340
H 0.038 -3.151 5.211
H 0.830 -4.627 4.848
H 1.188 -4.058 2.517
H 1.597 -2.643 3.249
C -0.497 -8.957 1.721
C -0.427 -7.451 1.444
O 0.779 -6.875 1.012
C 1.830 -6.711 1.785
O 1.825 -6.836 3.068
C 3.072 -6.180 1.070
F 3.290 -4.903 1.386
F 4.113 -6.900 1.504
F 2.968 -6.357 -0.284
H 0.004 -9.124 2.675
H -0.131 -9.543 0.878
H -1.527 -9.273 1.888
H -0.776 -6.809 2.253
H -1.126 -7.165 0.659
C 8.475 -5.322 0.469
C 7.135 -6.020 0.100
O 6.725 -5.402 -1.204
C 5.765 -4.455 -1.200
O 5.485 -3.890 -0.178
C 5.137 -4.313 -2.589
F 4.389 -3.187 -2.762
F 6.064 -4.270 -3.592
F 4.374 -5.375 -2.880
H 8.798 -5.717 1.433
H 8.481 -4.243 0.623
H 9.276 -5.594 -0.219
H 6.371 -5.936 0.874
H 7.249 -7.088 -0.083
C -7.147 1.292 -3.146
C -7.390 0.079 -3.990
O -7.006 -1.160 -3.394
C -5.642 -1.585 -3.497
O -4.730 -1.161 -4.280
C -5.373 -2.782 -2.565
F -4.109 -3.106 -2.441
F -5.759 -2.433 -1.305
F -6.111 -3.849 -3.012
H -7.552 1.274 -2.135
H -7.641 2.203 -3.483
H -6.076 1.353 -2.950
H -6.909 0.322 -4.937
H -8.470 0.041 -4.134
*
```

Mulliken population analysis, charges in e, atoms 1 to 6: atom 1 (C): -0.809, atom 2 (O): -0.419, atom 3 (C): 0.125, atom 4 (C): 0.066, atom 5 (O): -0.400, atom 6 (C): -0.754

---

Record 4
C2H11N6 | the ωB97M-V functional and the def2-TZVPD basis

Values from the calculation:
Energy relative to the best compared isomer or geometry (same formula, charge and spin) in kcal per mole: 63.1
Highest occupied orbital energy in eV: -12.520

```
! RIJCOSX wB97M-V def2-TZVPD def2/J DEFGRID3
* xyz 1 1
N -0.671 -0.560 1.632
C -0.552 0.743 2.096
N -0.259 1.712 1.124
N -0.679 1.089 3.323
H -1.551 -0.956 1.933
H -0.455 -0.698 0.642
H 0.173 1.438 0.265
H 0.056 2.599 1.478
H -0.658 0.256 3.893
N 0.870 0.661 -2.006
C 0.406 -0.318 -1.119
N 1.425 -1.187 -0.724
N -0.762 -1.142 -2.008
H 1.231 0.016 -2.693
H 0.065 1.075 -2.489
H 1.517 -1.591 -1.655
H 2.188 -0.602 -0.394
H -0.824 -2.035 -1.513
H -1.522 -0.500 -1.784
*
```

Mulliken population analysis, charges in e, atoms 1 to 6: atom 1 (N): -0.426, atom 2 (C): 0.562, atom 3 (N): -0.374, atom 4 (N): -0.640, atom 5 (H): 0.280, atom 6 (H): 0.254

---

Record 5
C2H5FO | the ωB97M-V functional and the def2-TZVPD basis

Values from the calculation:
Energy relative to the best compared isomer or geometry (same formula, charge and spin) in kcal per mole: 87.2
Highest occupied orbital energy in eV: -11.000
SMILES: CCOF

```
! RIJCOSX wB97M-V def2-TZVPD def2/J DEFGRID3
* xyz 0 1
C -0.572 0.536 0.619
C -0.015 -0.283 -0.506
O 1.232 -0.466 0.098
F 2.069 -1.130 -0.819
H -0.824 -0.090 1.386
H 0.276 1.176 0.835
H -1.592 1.025 0.391
H 0.039 0.343 -1.407
H -0.613 -1.112 -0.595
*
```

Mulliken population analysis, charges in e, atoms 1 to 6: atom 1 (C): -1.098, atom 2 (C): -0.093, atom 3 (O): -0.124, atom 4 (F): -0.193, atom 5 (H): 0.325, atom 6 (H): 0.337

---

Record 6
C4H28BO22 | the ωB97M-V functional and the def2-TZVPD basis

Values from the calculation:
Energy relative to the best compared isomer or geometry (same formula, charge and spin) in kcal per mole: 66.1
Highest occupied orbital energy in eV: -8.266

```
! RIJCOSX wB97M-V def2-TZVPD def2/J DEFGRID3
* xyz -1 1
O 0.281 -1.235 -1.545
C 0.630 -0.266 -0.952
O -0.237 0.313 -0.250
B 0.446 1.337 0.434
O 1.887 1.077 0.162
C 1.935 0.051 -0.619
O 2.912 -0.676 -0.869
O 0.241 1.346 1.910
C -0.274 2.444 2.225
O -0.988 2.619 3.256
C -0.307 3.324 1.100
O 0.024 2.722 0.052
O -0.880 4.409 1.025
O -2.777 3.008 -1.747
H -1.865 3.036 -1.570
H -3.192 2.957 -0.896
O -1.334 -2.161 -3.482
H -1.057 -2.986 -3.092
H -0.925 -1.545 -2.875
O 0.361 -1.645 2.898
H 0.540 -2.327 2.204
H -0.287 -1.118 2.441
O 3.015 -1.421 -3.678
H 2.318 -1.404 -4.295
H 2.778 -0.674 -3.178
O 1.980 -3.492 -1.464
H 1.119 -3.469 -1.790
H 2.366 -3.119 -2.258
O -3.172 1.842 1.271
H -3.456 2.220 2.126
H -2.684 1.056 1.518
O 5.128 -2.888 -2.012
H 4.587 -2.145 -2.244
H 4.745 -3.287 -1.284
O -3.071 5.442 -0.234
H -2.195 5.316 0.154
H -3.104 4.566 -0.658
O 0.816 -3.424 0.916
H 0.280 -4.208 0.750
H 1.238 -3.194 0.046
O -1.919 -2.752 -0.045
H -1.398 -2.197 -0.610
H -2.684 -3.079 -0.511
O -1.137 0.892 -3.361
H -1.738 0.478 -2.692
H -1.266 0.328 -4.110
O -0.282 0.263 5.226
H 0.152 -0.035 4.417
H -0.250 1.236 5.173
O -3.637 3.005 3.956
H -2.763 2.571 3.756
H -3.794 3.725 3.318
O 4.107 -2.599 0.793
H 5.017 -2.360 0.899
H 3.749 -1.873 0.288
*
```

Mulliken population analysis, charges in e, atoms 1 to 6: atom 1 (O): -0.005, atom 2 (C): 0.631, atom 3 (O): -0.546, atom 4 (B): 1.330, atom 5 (O): -0.612, atom 6 (C): 0.342

---

Record 7
C8H13N2Se | the ωB97M-V functional and the def2-TZVPD basis

Values from the calculation:
Energy relative to the best compared isomer or geometry (same formula, charge and spin) in kcal per mole: 50.9
Highest occupied orbital energy in eV: -12.093
SMILES: C[Se]c1cc(=[N+](C)C)cc[nH]1

```
! RIJCOSX wB97M-V def2-TZVPD def2/J DEFGRID3
* xyz 1 1
C -1.294 -0.884 -0.960
C 0.460 0.477 -0.254
C -0.885 -1.168 -2.188
C -0.720 -0.111 0.153
C 1.256 -0.197 -1.805
C -2.308 -1.012 1.801
C -0.847 0.914 2.240
C 3.437 1.197 -0.643
N 0.363 -0.786 -2.630
N -1.364 -0.067 1.319
Se 2.885 0.424 -2.413
H -2.236 -1.276 -0.743
H 1.121 1.064 0.239
H -1.427 -1.844 -2.795
H -1.902 -1.971 1.996
H -2.639 -0.632 2.792
H -3.241 -0.998 1.141
H -1.284 1.007 3.168
H 0.259 0.774 2.280
H -0.900 1.994 1.939
H 2.957 2.149 -0.450
H 3.105 0.324 0.025
H 4.557 1.390 -0.583
H 0.646 -0.767 -3.629
*
```

Mulliken population analysis, charges in e, atoms 1 to 6: atom 1 (C): -0.613, atom 2 (C): -0.934, atom 3 (C): -0.539, atom 4 (C): 1.154, atom 5 (C): -0.110, atom 6 (C): -0.932

---

Record 8
FH2O2P | the ωB97M-V functional and the def2-TZVPD basis

Values from the calculation:
Energy relative to the best compared isomer or geometry (same formula, charge and spin) in kcal per mole: 200.5
Highest occupied orbital energy in eV: -10.594
SMILES: FOOP

```
! RIJCOSX wB97M-V def2-TZVPD def2/J DEFGRID3
* xyz 0 1
O 1.048 -0.718 0.716
O 0.906 0.527 0.219
F 0.972 -1.570 -0.402
P -0.626 1.150 0.076
H -0.902 0.658 -1.197
H -1.399 -0.047 0.588
*
```

List of Mulliken charges in e, atom by atom: atom 1 (O): 0.069, atom 2 (O): -0.171, atom 3 (F): -0.139, atom 4 (P): 0.077, atom 5 (H): 0.071, atom 6 (H): 0.092

---

| no. | energy (eV) |
| --- | --- |
| 1 | -52984.723 |
| 2 | -26072.905 |
| 3 | -181570.442 |
| 4 | -11181.620 |
| 5 | -6915.828 |
| 6 | -50331.308 |
| 7 | -76823.351 |
| 8 | -16127.156 |